1.
Entry from the Open Molecules 2025 dataset: 2 unconnected molecules or ions with the total composition CH2O5P2 (the ωB97M-V functional and the def2-TZVPD basis).

```
10
Properties=species:S:1:pos:R:3:forces:R:3:mulliken_charge:R:1
C -0.420148 -0.048720 -0.411586 2.4834 -1.4824 2.5784 -0.17
O -0.936836 2.600421 1.462987 -0.1872 0.1476 -0.3899 -0.66
O 1.181061 1.280095 2.075458 -0.3282 -0.1351 -0.0234 -0.65
O -0.888475 0.279666 -1.443941 -2.0416 0.9614 -2.5023 -0.52
O -1.140701 0.500057 2.899805 -0.0018 -0.2859 -0.1899 -0.69
O 0.939043 -1.147150 -2.492836 -1.7460 1.0668 1.0482 -0.51
P 1.215115 -1.475368 -0.849970 -1.8039 -0.1906 -0.4142 -0.09
P -0.308162 1.382634 2.035535 0.6162 0.3503 0.7190 0.96
H 0.026326 -0.584560 -2.363584 2.3481 -1.2610 -0.8954 0.37
H 0.332777 -2.787076 -0.911867 0.6609 0.8289 0.0694 -0.05
```
Positions in Å, forces in eV/Å.

Properties
- DFT total energy: -29882.8265 eV
- Orbital gap (alpha / beta): 4.1 / 7.8 eV
- Multiplicity: 3
- LUMO level (alpha / beta): 7.0 / 6.3 eV
- Relative energy (zero: lowest compared OMol25 entry of this formula, charge and spin): 33.5 kcal/mol
- Total charge: -2


2.
Entry from the Open Molecules 2025 dataset: a molecular structure, C23H18AuF6N6O6S2 (the ωB97M-V functional and the def2-TZVPD basis).

```
62
Properties=species:S:1:pos:R:3:forces:R:3:mulliken_charge:R:1
Au 0.091814 0.339623 -0.251286 -0.0600 0.0507 0.0876 1.25
C 2.106220 0.241119 -3.382672 0.0982 0.1493 -0.2083 -1.30
O 2.069741 0.534234 -1.978241 0.3039 0.2522 -0.0062 -0.12
C 3.214684 0.831428 -1.344661 -0.0096 -0.0500 -0.1076 0.56
C 4.411064 1.110365 -1.998257 0.0013 0.0118 -0.0065 -0.60
C 5.527924 1.464458 -1.266197 -0.0155 -0.0113 -0.0094 -0.72
C 5.486053 1.552729 0.126569 -0.0008 -0.0160 0.0121 -0.84
C 4.320338 1.256593 0.785120 -0.0150 -0.0032 0.0241 -0.18
C 3.180482 0.870501 0.063393 -0.0319 -0.0182 -0.0010 0.43
N 2.013194 0.459146 0.721854 0.0338 -0.0709 -0.0035 0.91
N 2.050679 0.356582 1.960129 0.0059 -0.0238 0.0123 -0.70
C 0.979943 0.320300 2.771393 -0.0436 0.0886 -0.0587 0.08
C -0.195326 1.076232 2.420568 0.0386 -0.0503 0.1085 1.26
O -0.257947 1.704921 1.299657 0.0120 -0.1017 -0.1708 -0.79
C -1.275833 1.134593 3.351174 0.0111 0.0097 -0.0234 -1.06
C -1.182855 0.484655 4.533134 0.0156 -0.0152 0.0128 -0.88
C -0.034586 -0.296661 4.899926 0.0014 0.0214 -0.0337 0.69
C 0.009332 -0.991009 6.112852 0.0301 -0.0312 0.0305 -0.87
C 1.114181 -1.747551 6.440111 -0.0377 0.0135 0.0139 -0.59
C 2.200998 -1.826335 5.564191 0.0056 0.0041 -0.0255 -0.81
C 2.182940 -1.150354 4.366226 -0.0013 -0.0305 -0.0072 -0.37
C 1.065953 -0.375885 4.020359 -0.0110 -0.0175 0.0398 0.76
H 2.355614 1.138571 -3.947968 -0.0131 0.0384 0.0184 0.44
H 2.814687 -0.562177 -3.580205 -0.0453 0.1160 -0.0102 0.57
H 1.104733 -0.093518 -3.633047 0.0452 0.0265 -0.0060 0.18
H 4.466702 1.059527 -3.074607 -0.0094 -0.0033 -0.0044 0.48
H 6.449442 1.681512 -1.789823 -0.0002 0.0040 0.0020 0.44
H 6.367552 1.835618 0.683302 0.0005 0.0026 -0.0012 0.43
H 4.269924 1.285238 1.863548 -0.0098 0.0049 0.0141 0.48
H -2.139237 1.726783 3.082412 -0.0030 -0.0017 0.0037 0.52
H -2.000671 0.542152 5.241480 -0.0003 0.0017 -0.0014 0.41
H -0.835086 -0.932506 6.787694 -0.0007 0.0010 -0.0013 0.43
H 1.139662 -2.285771 7.377804 0.0019 0.0002 -0.0012 0.41
H 3.059401 -2.430164 5.824115 0.0004 -0.0005 0.0042 0.44
H 3.016234 -1.226820 3.682328 -0.0054 0.0003 0.0001 0.47
N -4.334183 -1.295602 -2.963574 -0.0008 -0.0024 0.0044 -0.37
C -3.755413 -0.329123 -2.224210 0.0018 -0.0039 -0.0076 0.53
C -2.436693 -0.475907 -1.742997 0.0059 0.0032 0.0141 0.17
N -1.887362 0.487120 -1.022451 -0.0289 -0.0059 0.0180 -0.12
C -2.587055 1.602553 -0.753747 0.0080 -0.0043 0.0009 -0.28
C -3.872309 1.717600 -1.245270 -0.0040 -0.0018 -0.0046 -0.47
N -4.457841 0.772964 -1.968079 0.0046 0.0003 0.0025 -0.60
H -3.876402 -2.169739 -3.144621 -0.0008 0.0012 -0.0020 0.19
H -5.287104 -1.170493 -3.257782 -0.0005 0.0002 -0.0012 0.25
H -1.844108 -1.355097 -1.947821 0.0027 0.0000 -0.0033 0.00
H -2.114385 2.365379 -0.155021 0.0017 -0.0002 -0.0026 0.54
H -4.450942 2.610738 -1.045131 -0.0001 -0.0007 -0.0001 0.38
F 0.973047 -4.935302 -2.311723 0.0157 -0.0099 0.0123 -0.17
C 0.257463 -3.942246 -1.841004 0.0090 -0.0210 -0.0120 0.49
F -0.403097 -4.317096 -0.753065 0.0141 0.0189 -0.0098 -0.23
F -0.634521 -3.572037 -2.771717 0.0005 0.0076 -0.0043 -0.21
S 1.328577 -2.458370 -1.455269 -0.1163 -0.0747 0.3024 1.06
O 0.333869 -1.369794 -1.623950 -0.2327 -0.1574 0.0550 -0.77
O 2.387941 -2.470900 -2.408722 0.0390 -0.1905 0.0384 -0.66
N 1.665171 -2.451957 0.066812 0.0184 0.0435 -0.1276 -0.25
S 2.599004 -3.573342 0.745863 -0.0423 -0.0728 0.1514 0.92
O 2.248930 -3.654979 2.126602 0.0238 0.0374 -0.0279 -0.61
O 2.726642 -4.740405 -0.066196 0.0036 0.0119 -0.0447 -0.63
C 4.265002 -2.774371 0.754524 -0.0199 -0.0181 0.0251 0.70
F 4.262278 -1.743295 1.614307 0.0166 0.0580 -0.0166 -0.19
F 5.170044 -3.654375 1.151731 -0.0159 0.0104 -0.0051 -0.23
F 4.593266 -2.311267 -0.446456 0.0051 0.0193 -0.0521 -0.22
```
Positions in Å, forces in eV/Å.

Properties
- DFT total energy: -87026.7908 eV
- Orbital gap (alpha / beta): 5.6 / 6.2 eV
- LUMO level (alpha / beta): -5.9 / -5.1 eV
- Relative energy (zero: lowest compared OMol25 entry of this formula, charge and spin): 5.1 kcal/mol
- Total charge: +1